Here is a cluster of 5 separate species, C19H50FNO14S6Si in total at a distorted geometry from OMol25. Energies are from ωB97M-V with the def2-TZVPD basis set.

The geometry in XYZ format:
```
92
C19H50FNO14S6Si, DFT ωB97M-V with the def2-TZVPD basis set
C 1.14416 0.72421 2.79790
C 2.43873 1.27511 1.89425
O 3.57014 1.35883 2.87638
C 2.74267 0.13216 0.75886
N 3.42404 0.65523 -0.48960
C 3.58320 -0.52993 -1.46509
C 4.89547 -1.36452 -0.93840
O 5.74166 -1.93024 -2.00029
Si 6.93402 -3.01758 -1.24466
S 8.35341 -3.62900 -2.80819
S 5.94019 -4.86249 -0.60409
C 7.99003 -2.18669 0.13341
C 7.18821 -1.85247 1.52349
F 9.09656 -3.14335 0.49909
H 1.50103 -0.28843 3.28181
H 0.19975 0.55936 2.09366
H 0.93070 1.46484 3.68816
H 2.25946 2.35483 1.47665
H 3.10897 1.71772 3.70575
H 1.69186 -0.29537 0.41419
H 3.31615 -0.74833 1.29479
H 2.87011 1.42428 -0.92629
H 2.61234 -1.21590 -1.35496
H 3.67618 -0.09243 -2.54671
H 5.57749 -0.57253 -0.36144
H 4.52444 -2.23798 -0.22425
H 9.55200 -2.88655 -2.69401
H 5.26159 -4.58570 0.59862
H 8.42702 -1.15932 -0.28435
H 7.35478 -0.69173 1.74709
H 6.03801 -2.08139 1.50332
H 7.63109 -2.44086 2.44387
C -0.24264 6.57262 4.19146
C -1.41228 5.63822 3.94524
O -1.60780 5.40638 2.55673
S -0.61137 4.36952 1.79055
C -1.56598 4.20299 0.30281
O -0.62157 3.10150 2.48890
O 0.61876 5.05965 1.46807
H 0.70359 6.10027 3.91126
H -0.18290 6.84767 5.24828
H -0.33970 7.48277 3.59082
H -1.28515 4.69336 4.48412
H -2.32778 6.10489 4.32319
H -2.51863 3.72821 0.54412
H -1.00107 3.57840 -0.39245
H -1.72204 5.19309 -0.12970
C -4.26003 8.96275 9.07396
C -5.42967 8.02835 8.82774
O -5.62519 7.79650 7.43923
S -4.62876 6.75965 6.67305
C -5.58337 6.59311 5.18531
O -4.63896 5.49162 7.37140
O -3.39863 7.44978 6.35057
H -3.31380 8.49039 8.79376
H -4.20029 9.23780 10.13078
H -4.35709 9.87290 8.47332
H -5.30254 7.08349 9.36661
H -6.34517 8.49502 9.20569
H -6.53602 6.11833 5.42662
H -5.01846 5.96853 4.49005
H -5.73943 7.58322 4.75280
C 2.19533 -5.00695 -2.13523
C 1.54113 -4.74953 -3.47968
O 0.16000 -5.08403 -3.45721
S -0.88167 -4.05194 -2.74680
C -2.37545 -4.77555 -3.37719
O -0.72141 -2.73923 -3.33570
O -0.84156 -4.26266 -1.31590
H 1.81412 -4.31926 -1.37448
H 3.27872 -4.87217 -2.19991
H 1.98229 -6.02313 -1.78801
H 1.68579 -3.71196 -3.79880
H 2.01221 -5.38808 -4.23407
H -2.39154 -4.66631 -4.46300
H -3.22068 -4.24456 -2.93420
H -2.40648 -5.82845 -3.09053
C -3.51132 -4.03362 -8.41090
C -4.27496 -5.09707 -9.17753
O -3.99434 -6.39812 -8.67909
S -4.70969 -6.87482 -7.29488
C -4.31847 -8.60168 -7.42635
O -6.14271 -6.71585 -7.42477
O -3.97331 -6.32430 -6.17767
H -3.87095 -3.95742 -7.38044
H -3.63108 -3.05473 -8.88368
H -2.44545 -4.27908 -8.36376
H -5.35187 -4.89860 -9.16473
H -3.95596 -5.08054 -10.22478
H -4.82999 -9.01579 -8.29701
H -4.66564 -9.09651 -6.51683
H -3.23654 -8.71284 -7.52008
```

The value obtained for the frontier orbital gap is 9.2 eV. Its SMILES is C[C@@H](O)CNCCO[Si](S)(S)[C@@H](C)F.CCOS(C)(=O)=O.CCOS(C)(=O)=O.CCOS(C)(=O)=O.CCOS(C)(=O)=O. The total energy comes out at -126271.861 eV. The value obtained for the LUMO energy is 0.3 eV. The energy above the lowest of the compared OMol25 structures with the same formula, charge and spin is 470.04 kJ/mol. The HOMO energy is -8.8949 eV. For the maximum force, the calculation gives 2.9 eV Å⁻¹.